A molecular structure, C15H31BrP2Sn at a distorted geometry, computed with the ωB97M-V functional and the def2-TZVPD basis.

```
! RIJCOSX wB97M-V def2-TZVPD def2/J DEFGRID3
* xyz 2 1
Sn -3.1481 -0.8088 -3.5663
Br -5.2245 0.7460 -3.3216
P -1.2986 -2.0615 -4.7528
P -0.5975 0.9577 -4.9365
C 2.1298 -0.5519 -3.5162
C 1.5555 -0.1450 -2.1666
C 0.2752 2.2863 -5.9469
C 1.0934 2.3311 -2.8210
C 3.5674 1.9797 -3.3852
C -0.8867 0.0474 -6.5786
C -2.7097 -1.8178 -1.6754
C 3.4651 1.2109 -4.7299
C 0.3235 -2.6455 -5.3820
C -2.0318 2.0527 -4.5879
C -2.0920 -3.7134 -4.5421
C 2.3474 2.7632 -2.9489
C 2.3804 0.1770 -4.6448
C -1.8471 -1.1139 -6.3430
C 0.6453 1.0976 -2.0390
H 0.1073 -3.3110 -6.2160
H 4.3768 2.7109 -3.5102
H 0.2530 2.9606 -3.1493
H -1.8252 -1.8601 -7.1398
H -3.1084 -3.7522 -4.9437
H -1.2406 0.7873 -7.3098
H -0.4044 0.8437 -2.2709
H 3.2836 1.8730 -5.5988
H -1.7705 -2.3841 -1.8258
H 2.1604 -1.6697 -3.6010
H 1.0668 1.8671 -6.5791
H 3.8790 1.2462 -2.6079
H -2.8669 -0.7136 -6.2101
H 0.1125 -0.2797 -6.9073
H 0.9956 -1.8592 -5.7313
H -1.4353 -4.4388 -5.0492
H 0.6391 1.3513 -0.9628
H 0.8727 -3.2257 -4.6378
H -3.5658 -2.4393 -1.3228
H -2.5499 -0.9336 -1.0229
H 4.4522 0.7510 -4.9270
H 1.9468 -0.1108 -5.6080
H -1.7214 2.8111 -3.8572
H 2.6005 3.8151 -2.7770
H 2.3660 -0.0796 -1.4318
H -2.9180 1.5547 -4.1367
H -0.4837 2.7173 -6.6163
H 0.7235 3.0737 -5.3308
H -2.3544 2.5433 -5.5275
H 0.9198 -1.0021 -1.8693
H -2.1139 -3.9624 -3.4755
*
```

Properties
- HOMO level (spin up / spin down) (eV) = -14.625 / -14.270
- molecular weight (g mol⁻¹) = 472.0

***

A molecular structure, C15H31ClMgP2 at a distorted geometry, computed with the ωB97M-V functional and the def2-TZVPD basis.

```
! RIJCOSX wB97M-V def2-TZVPD def2/J DEFGRID3
* xyz 0 1
Cl 0.2991 1.5061 4.6667
P -0.2237 -1.5312 -1.6847
P 0.3231 1.7328 -1.5579
Mg 1.2292 -0.6171 4.7506
C 0.3879 2.1335 0.9930
C 1.4705 -2.1324 -2.0038
C -1.1691 -3.0265 -2.0705
C 0.4680 -1.2676 1.5789
C -0.3498 -0.4917 -3.2602
C -0.8537 -1.4929 1.6568
C 0.3930 0.8469 -3.2154
C -1.9952 -0.5205 1.4949
C -1.6459 0.6202 0.4963
C -0.9402 1.8170 1.0221
C -1.3474 2.4582 -1.8150
C 1.5397 1.1734 1.3493
C 0.4909 -2.1913 5.8076
C 1.2501 -0.2523 0.8198
C 1.3229 3.2203 -1.7813
H 1.1327 -1.9981 2.0785
H -0.7760 -3.4748 -2.9842
H 1.7919 1.1311 2.4348
H -2.3583 -0.0237 2.4149
H -0.0974 1.5511 -3.9037
H 1.4649 0.7922 -3.4712
H -2.6019 0.9978 0.0836
H -1.4309 -0.4094 -3.4837
H 2.2106 -0.7484 0.5814
H 2.4673 1.5686 0.8832
H 0.9128 3.7789 -2.6226
H 1.1630 -2.4616 6.6317
H 2.3568 2.9161 -1.9748
H -1.5865 3.1179 -0.9689
H -1.0382 -3.7097 -1.2250
H 0.7726 -0.0823 -0.1665
H -1.6460 2.5344 1.4580
H -1.2700 3.0381 -2.7377
H -2.2292 -2.7672 -2.1932
H 0.1206 -1.1287 -4.0347
H 1.7261 -2.8792 -1.2377
H -0.5460 -2.0419 6.1707
H -1.1212 0.1162 -0.3453
H -2.8509 -1.1212 1.1352
H 1.2584 3.8047 -0.8616
H 1.4333 -2.6007 -2.9908
H 2.1854 -1.2981 -2.0015
H 0.5112 -2.9665 5.0193
H 0.6533 3.2131 0.9642
H -1.1544 -2.5009 2.0164
H -2.1035 1.6675 -1.9162
*
```

Properties
- HOMO level (eV) = -6.842
- molecular weight (g mol⁻¹) = 333.1

***

A molecular structure, C15H31ClO4P2Tc at a distorted geometry, computed with the ωB97M-V functional and the def2-TZVPD basis.

```
! RIJCOSX wB97M-V def2-TZVPD def2/J DEFGRID3
* xyz 2 4
Tc -1.1200 1.4790 -0.6272
Cl 2.0752 -1.4943 -0.2911
P -1.3300 -1.1866 -2.0131
P -2.4649 1.6792 1.0975
O 2.3942 -0.9151 -1.6228
O 2.6701 -0.9559 0.9822
O -0.3864 -0.5156 -0.9687
O -0.4088 2.7839 -1.5161
C -1.1530 -2.9174 -2.2874
C -3.4895 0.7632 2.2118
C -4.9012 3.2095 -1.2133
C -5.5209 2.3755 -0.3500
C -3.1014 0.5708 -0.8829
C -6.6869 1.4724 -0.7304
C -4.7812 2.7978 -3.6984
C -5.4530 3.5823 -2.5557
C -4.4688 1.3772 -3.3235
C -2.9927 -0.8759 -1.3810
C -6.7015 0.9253 -2.1782
C -2.5743 3.4549 0.9853
C -1.0409 -0.2132 -3.5009
C -0.0342 1.4631 1.2107
C -5.3644 0.5482 -2.7516
H -3.5154 0.9801 -3.7109
H -0.2046 0.5823 1.8526
H -7.2622 1.5991 -2.8423
H -5.2469 4.6518 -2.7148
H -3.7599 -1.0595 -2.1372
H -4.0148 0.6314 -0.2977
H -3.2498 1.3423 -1.6641
H -1.9229 -0.1489 -4.1415
H -1.4210 -3.4485 -1.3711
H -0.6688 0.7853 -3.1972
H -6.7100 0.6147 -0.0288
H -0.2020 -0.7324 -3.9888
H -3.2189 -1.5849 -0.5649
H -3.0547 0.9747 3.2000
H -2.0105 3.8217 0.1205
H -3.8447 3.2983 -3.9766
H -0.1179 2.3489 1.8710
H -5.3767 2.4564 0.7433
H -5.4278 2.8235 -4.5926
H -3.6046 3.7744 0.9407
H -7.6444 2.0087 -0.5540
H -1.8158 -3.2557 -3.0952
H -5.2634 -0.5496 -2.8430
H -3.4443 -0.3089 1.9868
H -7.2920 -0.0076 -2.1534
H -4.0140 3.7769 -0.9281
H 1.0316 1.4142 0.9238
H -4.5410 1.0841 2.2010
H -6.5493 3.4632 -2.6043
H -0.1150 -3.1057 -2.5509
H -2.0952 3.7792 1.9023
*
```

Properties
- HOMO level (spin up / spin down) (eV) = -13.293 / -14.745
- molecular weight (g mol⁻¹) = 470.8

***

A molecular structure, C15H31CuIP2 at a distorted geometry, computed with the ωB97M-V functional and the def2-TZVPD basis.

```
! RIJCOSX wB97M-V def2-TZVPD def2/J DEFGRID3
* xyz 0 2
I 1.0341 -4.8057 3.0724
Cu -0.1759 -3.1114 1.7987
P -1.3305 1.6924 -0.8632
P 1.8509 0.8920 -1.1542
C 1.0731 2.2449 -2.1938
C -2.1753 1.2676 -2.4479
C -0.5541 0.0322 2.5032
C 3.0496 0.4173 -2.4437
C -1.5539 -4.0960 2.7953
C -1.7199 -1.4418 0.7638
C -0.0939 2.9167 -1.5096
C 0.2606 -2.1430 -0.7890
C -2.4326 2.8599 -0.0335
C 1.1753 -2.3166 0.3823
C -1.6853 -0.7515 1.9387
C 0.8004 -0.0941 1.7638
C 2.8638 2.0225 -0.0808
C 1.3065 -1.4868 1.4842
C -0.9127 -1.2029 -0.4905
H -2.5507 -2.1440 0.6250
H 1.8696 2.9592 -2.4177
H 2.4797 0.0427 -3.3091
H 3.5524 1.4246 0.5384
H 1.5506 0.3784 2.4247
H -0.8127 1.1111 2.5658
H -3.0364 0.6084 -2.2425
H -2.7982 3.6055 -0.7547
H -2.5377 -0.8467 2.6226
H -2.3550 -3.4277 2.4426
H -1.7183 -5.1249 2.4474
H -0.6479 3.5740 -2.1860
H -1.4852 0.7206 -3.1161
H 2.2035 2.5905 0.5981
H -3.2687 2.3176 0.4294
H 3.6543 1.2822 -2.7521
H -1.4801 -4.0355 3.8920
H -1.6002 -1.2280 -1.3575
H 0.7868 -1.7375 -1.6738
H 3.4424 2.7259 -0.7000
H 0.2377 3.5028 -0.6397
H -0.4562 -0.1860 -0.4330
H 0.7717 0.5233 0.8479
H -0.1241 -3.1357 -1.0711
H -0.3920 -0.2989 3.5486
H 1.8527 -3.1696 0.3165
H 3.6992 -0.3908 -2.0819
H 0.7560 1.7609 -3.1282
H -2.5210 2.1865 -2.9452
H 1.9986 -1.8438 2.2543
H -1.8515 3.3592 0.7589
*
```

Properties
- HOMO level (spin up / spin down) (eV) = -6.212 / -7.553
- molecular weight (g mol⁻¹) = 463.8

***

Please write out number 2 again, unchanged.
A molecular structure, C15H31ClMgP2 at a distorted geometry, computed with the ωB97M-V functional and the def2-TZVPD basis.

```
! RIJCOSX wB97M-V def2-TZVPD def2/J DEFGRID3
* xyz 0 1
Cl 0.2991 1.5061 4.6667
P -0.2237 -1.5312 -1.6847
P 0.3231 1.7328 -1.5579
Mg 1.2292 -0.6171 4.7506
C 0.3879 2.1335 0.9930
C 1.4705 -2.1324 -2.0038
C -1.1691 -3.0265 -2.0705
C 0.4680 -1.2676 1.5789
C -0.3498 -0.4917 -3.2602
C -0.8537 -1.4929 1.6568
C 0.3930 0.8469 -3.2154
C -1.9952 -0.5205 1.4949
C -1.6459 0.6202 0.4963
C -0.9402 1.8170 1.0221
C -1.3474 2.4582 -1.8150
C 1.5397 1.1734 1.3493
C 0.4909 -2.1913 5.8076
C 1.2501 -0.2523 0.8198
C 1.3229 3.2203 -1.7813
H 1.1327 -1.9981 2.0785
H -0.7760 -3.4748 -2.9842
H 1.7919 1.1311 2.4348
H -2.3583 -0.0237 2.4149
H -0.0974 1.5511 -3.9037
H 1.4649 0.7922 -3.4712
H -2.6019 0.9978 0.0836
H -1.4309 -0.4094 -3.4837
H 2.2106 -0.7484 0.5814
H 2.4673 1.5686 0.8832
H 0.9128 3.7789 -2.6226
H 1.1630 -2.4616 6.6317
H 2.3568 2.9161 -1.9748
H -1.5865 3.1179 -0.9689
H -1.0382 -3.7097 -1.2250
H 0.7726 -0.0823 -0.1665
H -1.6460 2.5344 1.4580
H -1.2700 3.0381 -2.7377
H -2.2292 -2.7672 -2.1932
H 0.1206 -1.1287 -4.0347
H 1.7261 -2.8792 -1.2377
H -0.5460 -2.0419 6.1707
H -1.1212 0.1162 -0.3453
H -2.8509 -1.1212 1.1352
H 1.2584 3.8047 -0.8616
H 1.4333 -2.6007 -2.9908
H 2.1854 -1.2981 -2.0015
H 0.5112 -2.9665 5.0193
H 0.6533 3.2131 0.9642
H -1.1544 -2.5009 2.0164
H -2.1035 1.6675 -1.9162
*
```

Properties
- HOMO level (eV) = -6.842
- molecular weight (g mol⁻¹) = 333.1

***

The highest molecular weight belongs to which entry?
C15H31BrP2Sn

***

What did the first record say?
A molecular structure, C15H31BrP2Sn at a distorted geometry, computed with the ωB97M-V functional and the def2-TZVPD basis.

```
! RIJCOSX wB97M-V def2-TZVPD def2/J DEFGRID3
* xyz 2 1
Sn -3.1481 -0.8088 -3.5663
Br -5.2245 0.7460 -3.3216
P -1.2986 -2.0615 -4.7528
P -0.5975 0.9577 -4.9365
C 2.1298 -0.5519 -3.5162
C 1.5555 -0.1450 -2.1666
C 0.2752 2.2863 -5.9469
C 1.0934 2.3311 -2.8210
C 3.5674 1.9797 -3.3852
C -0.8867 0.0474 -6.5786
C -2.7097 -1.8178 -1.6754
C 3.4651 1.2109 -4.7299
C 0.3235 -2.6455 -5.3820
C -2.0318 2.0527 -4.5879
C -2.0920 -3.7134 -4.5421
C 2.3474 2.7632 -2.9489
C 2.3804 0.1770 -4.6448
C -1.8471 -1.1139 -6.3430
C 0.6453 1.0976 -2.0390
H 0.1073 -3.3110 -6.2160
H 4.3768 2.7109 -3.5102
H 0.2530 2.9606 -3.1493
H -1.8252 -1.8601 -7.1398
H -3.1084 -3.7522 -4.9437
H -1.2406 0.7873 -7.3098
H -0.4044 0.8437 -2.2709
H 3.2836 1.8730 -5.5988
H -1.7705 -2.3841 -1.8258
H 2.1604 -1.6697 -3.6010
H 1.0668 1.8671 -6.5791
H 3.8790 1.2462 -2.6079
H -2.8669 -0.7136 -6.2101
H 0.1125 -0.2797 -6.9073
H 0.9956 -1.8592 -5.7313
H -1.4353 -4.4388 -5.0492
H 0.6391 1.3513 -0.9628
H 0.8727 -3.2257 -4.6378
H -3.5658 -2.4393 -1.3228
H -2.5499 -0.9336 -1.0229
H 4.4522 0.7510 -4.9270
H 1.9468 -0.1108 -5.6080
H -1.7214 2.8111 -3.8572
H 2.6005 3.8151 -2.7770
H 2.3660 -0.0796 -1.4318
H -2.9180 1.5547 -4.1367
H -0.4837 2.7173 -6.6163
H 0.7235 3.0737 -5.3308
H -2.3544 2.5433 -5.5275
H 0.9198 -1.0021 -1.8693
H -2.1139 -3.9624 -3.4755
*
```

Properties
- HOMO level (spin up / spin down) (eV) = -14.625 / -14.270
- molecular weight (g mol⁻¹) = 472.0